The following is a quantum chemistry calculation of a single C3H9OPS molecule in a non-equilibrium geometry, from the Open Molecules 2025 dataset.

The geometry in XYZ format:
```
15
Properties=species:S:1:pos:R:3:forces:R:3:nbo_charge:R:1
C -1.096 2.184 -0.749 1.0 0.3 -0.4 -0.245
C 0.258 -1.096 1.479 -2.2 0.7 1.0 -1.045
C 0.828 -0.929 -1.421 0.0 0.3 -0.3 -1.001
O -1.077 0.940 -0.181 3.4 -3.2 1.5 -0.761
P 0.800 -0.049 0.176 -0.8 3.3 -2.2 1.446
S 2.451 1.047 0.337 -1.8 -0.9 0.3 -0.495
H -1.388 2.176 -1.763 -0.4 -0.4 -1.6 0.148
H -0.172 2.753 -0.764 0.6 0.0 0.5 0.171
H -1.833 2.732 -0.254 -1.1 1.3 1.0 0.171
H 0.539 -0.732 2.479 -0.5 0.6 -0.4 0.280
H -0.889 -1.198 1.342 2.0 -0.1 0.4 0.290
H 0.813 -1.994 1.459 0.3 -1.4 -0.6 0.260
H -0.069 -0.755 -2.034 0.2 -0.2 0.5 0.271
H 1.694 -0.579 -1.975 0.0 0.5 0.0 0.266
H 1.074 -1.969 -1.306 -0.4 -0.7 0.3 0.244
```
Forces are in eV/Å.

The lowest unoccupied orbital energy is 0.005 hartree. The frontier orbital gap comes out at 0.3393 Ha. As for the SMILES: COP(C)(C)=S. The charge is 0. The calculation puts the energy relative to the best compared isomer or geometry (same formula, charge and spin) at 59.4 kcal/mol. For the total energy, the calculation gives -25427.505 eV. Its molar mass is 124.1 g/mol.

The following is a quantum chemistry calculation of 2 unconnected molecules or ions with the total composition C10H15BrF2IN2O2P, from the Open Molecules 2025 dataset.

The geometry in XYZ format:
```
34
Properties=species:S:1:pos:R:3:forces:R:3:nbo_charge:R:1
C -3.550 -1.251 -0.429 -0.1 -0.3 0.0 -0.641
C -2.566 -0.171 -0.832 0.0 0.0 -0.2 -0.461
C -1.769 0.568 0.262 0.0 0.3 -0.2 -0.251
Br -1.975 -0.058 2.110 0.0 -0.1 0.1 0.025
C -0.277 0.651 0.049 0.4 -0.1 0.0 0.003
C 0.594 -0.431 -0.221 -0.2 0.4 0.1 -0.160
I -0.038 -2.393 -0.234 -0.1 0.1 0.0 0.358
C 1.973 -0.181 -0.434 -0.2 -0.1 0.0 0.223
C 2.999 -1.236 -0.725 0.0 0.1 -0.1 -0.501
C 3.502 -2.017 0.515 -0.1 -0.1 0.0 0.223
C 3.101 -1.458 1.864 0.1 -0.1 0.1 -0.662
F 4.900 -2.021 0.434 -0.2 0.0 0.0 -0.365
N 2.463 1.052 -0.373 -0.1 0.0 0.1 -0.171
N 1.628 1.976 -0.072 -0.1 -0.1 -0.1 0.291
F 2.231 3.183 -0.002 0.0 0.2 0.0 -0.149
C 0.318 1.925 0.157 0.1 -0.3 -0.1 -0.128
P -0.644 3.461 0.565 -0.3 0.1 -0.3 1.499
O -1.547 3.865 -0.523 0.2 0.0 0.1 -1.007
H -4.398 -0.817 0.103 0.1 0.0 0.1 0.219
H -3.134 -2.081 0.151 0.1 0.2 0.0 0.169
H -3.983 -1.597 -1.377 -0.1 0.1 0.1 0.328
H -3.182 0.569 -1.359 0.1 -0.1 -0.1 0.311
H -1.864 -0.544 -1.587 -0.1 0.0 0.1 0.201
H -2.160 1.586 0.295 0.0 -0.2 0.1 0.237
H 3.872 -0.741 -1.153 -0.1 0.0 0.1 0.271
H 2.603 -1.921 -1.478 0.1 0.0 0.1 0.252
H 3.182 -3.059 0.433 0.1 0.1 0.0 0.181
H 3.743 -1.910 2.624 -0.1 0.0 -0.1 0.247
H 2.068 -1.724 2.105 0.1 0.1 -0.1 0.226
H 3.232 -0.375 1.919 0.0 -0.1 0.0 0.208
H -1.215 3.055 1.778 0.0 0.0 0.1 -0.045
H 0.371 4.351 0.927 0.0 0.0 0.1 -0.049
O -4.863 -0.428 -2.748 0.2 0.2 0.1 -1.289
H -5.617 0.171 -2.742 0.0 -0.1 -0.1 0.407
```
Forces are in eV/Å.

The lowest unoccupied orbital energy is -0.111 hartree. The frontier orbital gap comes out at 0.0851 Ha. The charge is 0. For the total energy, the calculation gives -110547.638 eV. Its molar mass is 471.0 g/mol.

Q: Look up the charge of the first one.
A: 0